A single C18H27ClN2O molecule, computed with ωB97M-V/def2-TZVPD.

Values from the calculation:
SMILES   C[C@@H](C(=O)NCC1CCCCC1)N(C)Cc1ccc(Cl)cc1
Strongest force on any atom   0.6 eV/A
Kohn-Sham gap   9.6 eV
HOMO   -0.3282 hartree
Relative energy (zero: lowest compared OMol25 entry of this formula, charge and spin)   0.0 kcal/mol
M   322.88 g/mol
2S+1   1

```
49
Properties=species:S:1:pos:R:3:forces:R:3:mulliken_charge:R:1
C 0.935810 3.956695 0.719322 -0.04 -0.22 -0.26 -1.5636
C 0.653175 2.815194 -0.260772 0.19 0.30 0.13 0.5305
C 1.964436 2.096125 -0.631703 -0.54 -0.07 -0.15 0.0205
O 3.049401 2.634699 -0.570483 0.36 0.27 0.11 -0.6795
N 1.762962 0.851075 -1.101357 -0.09 -0.38 -0.08 0.1173
C 2.825796 -0.034180 -1.509261 0.11 -0.20 0.05 -1.6571
C 3.060264 -1.175165 -0.510570 0.34 0.35 -0.26 1.0566
C 3.654833 -0.649432 0.795417 -0.36 -0.19 0.10 -0.5939
C 3.874527 -1.787112 1.787224 0.29 0.14 -0.04 -0.8347
C 4.798542 -2.842179 1.187207 -0.30 -0.16 0.09 -0.6548
C 4.220880 -3.370744 -0.121953 0.31 0.11 -0.08 -0.6772
C 3.992972 -2.228864 -1.108733 -0.37 -0.16 0.14 -1.0265
N -0.347955 1.840609 0.154135 -0.14 0.19 -0.10 0.4811
C -0.102873 1.264544 1.462716 -0.04 -0.07 0.03 -0.9800
C -1.723035 2.301368 0.034239 0.08 -0.05 -0.10 -1.0220
C -2.659296 1.122056 0.005341 -0.14 0.05 0.08 0.2679
C -3.688358 0.987578 0.926271 0.12 0.04 -0.14 -0.2698
C -4.534947 -0.106956 0.891442 -0.08 -0.16 -0.05 -0.7375
C -4.343679 -1.081534 -0.073147 0.09 0.20 0.08 0.4187
Cl -5.394357 -2.454959 -0.122648 -0.11 -0.15 -0.01 -0.2190
C -3.319680 -0.968605 -1.000939 -0.03 -0.04 -0.01 -0.8168
C -2.486731 0.132792 -0.956378 -0.08 0.05 0.09 -0.1705
H 1.324029 3.571986 1.658561 0.05 0.02 0.11 0.3115
H 0.033287 4.532784 0.911219 -0.09 0.05 0.04 0.4054
H 1.689489 4.608192 0.287301 0.04 0.07 0.04 0.4385
H 0.295860 3.252542 -1.203548 0.03 -0.07 0.09 0.2967
H 0.824768 0.484361 -1.019329 0.03 0.16 0.03 0.2491
H 3.726713 0.577469 -1.598392 -0.02 -0.10 -0.08 0.4325
H 2.579688 -0.449860 -2.492801 0.08 0.04 0.04 0.3578
H 2.093026 -1.646351 -0.294157 -0.03 -0.04 0.01 0.2817
H 2.993769 0.102573 1.230343 0.05 0.09 -0.01 0.0000
H 4.607745 -0.160967 0.582282 0.06 0.09 -0.04 0.3068
H 4.306143 -1.395436 2.710426 -0.07 -0.02 0.06 0.3533
H 2.913541 -2.245044 2.035386 -0.05 -0.02 0.07 0.3307
H 4.934844 -3.664509 1.892610 0.09 0.00 0.01 0.3321
H 5.777910 -2.397797 0.996930 0.10 0.00 0.02 0.3181
H 4.899552 -4.106206 -0.558777 -0.06 -0.08 0.00 0.3588
H 3.270225 -3.871012 0.078173 -0.04 -0.07 -0.01 0.3272
H 3.565970 -2.620816 -2.034895 0.04 0.04 -0.08 0.3793
H 4.949789 -1.762265 -1.352643 0.09 0.06 -0.07 0.3247
H -0.706870 0.362148 1.565737 0.05 -0.02 0.10 0.2890
H -0.362057 1.945063 2.285225 0.03 0.02 0.02 0.3716
H 0.947463 0.995250 1.549843 0.04 -0.06 0.07 0.2087
H -2.009116 2.979981 0.854844 0.01 0.00 -0.08 0.3695
H -1.816785 2.849697 -0.908161 0.02 0.05 0.08 0.3934
H -3.835598 1.745792 1.681566 0.01 0.09 0.08 0.3669
H -5.334836 -0.205250 1.608389 -0.08 -0.04 0.05 0.4093
H -3.182613 -1.733896 -1.748768 -0.01 -0.08 -0.06 0.4136
H -1.688648 0.232635 -1.676629 0.10 0.00 -0.09 0.3841
```
Positions in Å, forces in eV/Å.